# 1
The molecule C3H9N3O at a distorted geometry. Source: the OMol25 dataset; level of theory: wB97M-V/def2-TZVPD.

Cartesian coordinates (Å):
C (0.504307, -0.149345, -0.749238)
C (1.050611, 1.263550, 0.184829)
N (0.535215, -1.441569, -0.109744)
N (-1.914872, -0.405366, 0.875669)
C (-1.809524, 0.185581, -0.371969)
O (2.442210, 1.264849, 0.274235)
N (-0.741750, 0.392817, -1.043800)
H (2.727593, 0.519142, 0.816131)
H (1.196925, -0.068336, -1.594413)
H (1.470281, -1.838511, -0.138690)
H (-0.112414, -2.076364, -0.569772)
H (-2.829265, -0.725476, 1.159764)
H (-1.147546, -1.017732, 1.133562)
H (0.556632, 1.192079, 1.157024)
H (0.764333, 2.180073, -0.324828)
H (-2.692736, 0.724609, -0.698760)

Cartesian forces, eV/Å:
1.4623 3.6562 1.5002
-0.1609 -2.8660 -0.7303
0.2064 -0.0281 0.6051
-0.1191 -0.4546 -0.1260
1.0306 0.7612 0.3295
0.6990 -0.0020 0.3352
-2.2758 -0.8089 -1.2116
-0.0676 0.1892 -0.0330
-0.2981 -0.2049 -0.1652
-0.2715 -0.0193 -0.0839
0.2409 0.0591 -0.0791
0.0834 0.1073 -0.0838
-0.0944 0.1237 -0.0101
-0.0509 0.0288 0.0197
-0.1627 -0.3519 -0.2496
-0.2214 -0.1899 -0.0172

Properties
Electronic energy: -9773.4562 eV
Orbital gap: 8.93 eV
SMILES string: N/C=N\[C@H](N)CO
LUMO level: 0.8 eV
Energy relative to the best compared isomer or geometry (same formula, charge and spin): 201.0 kJ/mol
E_HOMO: -8.1 eV

Löwdin atomic charge list, values in e, 5 entries: C -0.391; C -0.172; N 0.031; N 0.078; C -0.280

=====

# 2
A structure of composition C4H4BrN at a distorted geometry. Source: the OMol25 dataset; level of theory: wB97M-V/def2-TZVPD.

Cartesian coordinates (Å):
C (0.470778, 0.170346, -1.370267)
C (0.125063, -0.069924, -0.096018)
C (0.420922, 1.444712, 0.114909)
C (-0.484725, -1.152343, 0.661638)
N (0.682346, 1.634025, -1.159327)
Br (-0.114237, 2.693014, 1.304520)
H (0.872058, -0.409015, -2.301049)
H (-0.723670, -2.039011, 0.024258)
H (-1.363935, -0.718270, 1.241653)
H (0.115399, -1.553533, 1.579684)

Cartesian forces, eV/Å:
1.4116 -1.7024 -0.5193
0.2210 -0.6865 -1.2016
-0.1932 -0.4085 -3.9507
-0.2232 -0.9995 2.7546
0.1778 1.0514 2.3199
-0.0275 0.7613 0.9863
-1.3329 1.1057 1.9010
-0.1110 0.9207 0.5609
0.4921 -0.7658 -1.1178
-0.4145 0.7238 -1.7334

Properties
Electronic energy: -75741.2851 eV
Orbital gap: 7.89 eV
LUMO level: -0.4 eV
Energy relative to the best compared isomer or geometry (same formula, charge and spin): 296.6 kJ/mol
E_HOMO: -8.3 eV

Löwdin atomic charge list, values in e, 5 entries: C -0.073; C -0.304; C -0.811; C -0.088; N 0.037

=====

# 3
The ion C10H20N3 with charge +1 at a distorted geometry. Source: the OMol25 dataset; level of theory: wB97M-V/def2-TZVPD.

Cartesian coordinates (Å):
C (-1.024504, 0.023792, 1.643672)
C (-1.572631, 0.860458, 2.556518)
C (-1.291852, -0.023521, 0.039101)
C (-0.037448, -0.812487, -0.199725)
C (-1.157336, 0.929364, 3.925519)
C (-2.621658, -0.880094, -0.193251)
C (1.877921, 1.211341, 0.040081)
C (0.794695, 0.736804, -2.249562)
C (2.518918, -0.905542, -1.169177)
C (1.420320, 0.127891, -0.932890)
N (-0.039377, -0.880389, 1.969412)
N (0.519439, -1.425360, 0.999154)
N (-0.139034, -1.932573, -1.227151)
H (-2.443161, 1.471344, 2.326036)
H (-1.378866, 0.988803, -0.502750)
H (-0.583452, 1.826245, 4.252986)
H (-0.261361, 0.195359, 4.071843)
H (-1.961055, 0.599539, 4.678413)
H (-2.507706, -1.883024, 0.343993)
H (-2.949695, -0.815284, -1.257717)
H (-3.594191, -0.456194, 0.171369)
H (1.083984, 1.954425, 0.346383)
H (2.644913, 1.941492, -0.443233)
H (2.402062, 0.756251, 0.949080)
H (0.937071, 0.122121, -3.138565)
H (-0.253578, 1.002249, -2.077524)
H (1.219542, 1.675928, -2.639179)
H (3.242231, -0.991358, -0.283257)
H (3.272898, -0.621030, -1.929878)
H (2.283235, -1.990673, -1.316257)
H (-0.030247, -1.423666, -2.220135)
H (-1.037755, -2.341944, -1.039581)
H (0.562232, -2.578170, -1.041100)

Cartesian forces, eV/Å:
-1.4200 2.0898 -1.5381
-0.5508 -0.5706 -1.5105
-1.4562 -0.0459 2.0781
4.0094 0.9317 -3.0014
2.7106 -2.2158 3.3926
-0.2875 0.5505 0.1049
1.0563 1.4075 0.5900
0.3794 0.1596 0.4515
2.3933 -0.8227 1.2638
-2.2862 -0.3042 -0.0010
1.0383 -0.6209 1.0565
-1.4355 0.6980 -0.1820
-1.4749 3.9918 -1.8078
0.2461 0.0338 -0.6195
0.4047 -1.5749 1.1744
-1.2545 0.0881 -0.3748
-1.7752 0.7621 -0.1710
1.0806 0.9411 -1.1037
-0.3558 1.0356 -1.2529
0.9024 -1.1374 0.2565
1.3066 0.1386 0.7138
0.4777 -1.1438 -0.1521
-1.0224 -1.5938 0.5028
-0.9513 0.7037 -1.1384
-0.3478 -0.5752 0.0649
0.0962 -0.2718 -0.3065
0.3798 -0.1624 0.7940
-1.3724 0.3048 -0.7152
-0.8997 0.0477 -0.1647
-0.1199 1.0920 -0.3175
-0.4930 -1.8832 2.4360
-0.7358 -0.5272 -0.6989
1.7574 -1.5266 0.1761

Properties
Electronic energy: -15154.4410 eV
Orbital gap: 8.91 eV
SMILES string: C/C=C1\N=N[C@]([NH3+])(C(C)(C)C)[C@H]1C
LUMO level: -3.7 eV
Energy relative to the best compared isomer or geometry (same formula, charge and spin): 447.3 kJ/mol
E_HOMO: -12.6 eV
Net charge: +1

Löwdin atomic charge list, values in e, 5 entries: C -0.233; C -0.079; C -0.186; C -0.358; C -0.108